Entry 1:
The following is a quantum chemistry calculation of 2 unconnected molecules or ions with the total composition C11H18 in a non-equilibrium geometry, from the OMol25 dataset.

```
29
Properties=species:S:1:pos:R:3:mulliken_charge:R:1
C 1.498 -0.475 -0.622 -0.50
C 2.987 -0.576 -0.906 -1.68
C 0.920 0.832 -0.770 0.54
C -0.206 0.984 -1.654 -0.91
C 1.186 1.915 -0.006 -0.08
C -1.077 2.026 -1.459 -0.01
C 0.405 3.086 0.034 -0.89
C -0.799 3.053 -0.564 -0.42
H 0.999 -1.296 -1.061 0.43
H 1.429 -0.859 0.498 0.14
H 3.586 -0.059 -0.271 0.32
H -0.553 0.096 -2.175 0.16
H 2.081 1.851 0.748 0.01
H -2.056 2.140 -2.030 0.28
H 0.788 3.813 0.693 0.44
H -1.501 3.925 -0.406 0.27
H 3.140 -0.234 -1.938 0.34
H 3.277 -1.575 -0.766 0.61
C -1.787 -3.005 2.087 -0.16
C -1.830 -1.526 1.729 -1.09
C -1.067 -3.955 1.117 -1.11
H -1.360 -2.977 3.121 0.27
H -2.851 -3.152 2.265 0.23
H -0.874 -0.984 1.422 0.17
H -1.593 -4.002 0.155 0.32
H -0.113 -3.677 0.810 0.30
H -2.150 -0.929 2.532 0.38
H -2.493 -1.302 0.867 0.29
H -1.144 -4.942 1.622 0.33
```

⟨S²⟩: 0.7590
E_HOMO (spin up / spin down), Ha: 0.0400 / -0.1441
Charge: -1
Energy relative to the best compared isomer or geometry (same formula, charge and spin), kJ/mol: 167.7
Spin multiplicity: 2
DFT total energy, eV: -11696.137



Entry 2:
The following is a quantum chemistry calculation of 2 unconnected molecules or ions with the total composition C11H18 in a non-equilibrium geometry, from the OMol25 dataset.

```
29
Properties=species:S:1:pos:R:3:mulliken_charge:R:1
C 0.112 -1.766 -1.920 -1.32
C 0.253 -1.850 -0.413 0.71
C 1.474 -2.016 0.202 -0.32
C 1.526 -2.222 1.591 -0.54
C 0.409 -2.015 2.369 -0.51
C -0.805 -1.732 1.738 -0.28
C -0.906 -1.703 0.354 -0.46
H 1.065 -1.821 -2.439 0.34
H -0.324 -0.813 -2.223 0.20
H -0.546 -2.564 -2.242 0.40
H 2.431 -1.846 -0.282 0.30
H 2.442 -2.482 2.095 0.36
H 0.425 -2.008 3.445 0.40
H -1.666 -1.428 2.326 0.37
H -1.895 -1.456 -0.007 0.36
C 0.062 1.556 0.082 -1.14
C -0.742 2.657 -0.681 0.91
C -0.722 3.992 0.076 -1.46
C -0.346 2.813 -2.145 -1.57
H 0.551 0.890 -0.625 0.18
H -0.663 1.014 0.678 0.25
H 0.852 2.027 0.666 0.44
H -1.767 2.294 -0.626 0.15
H -1.651 4.547 -0.070 0.36
H -0.552 3.870 1.143 0.40
H 0.034 4.636 -0.369 0.34
H -0.553 1.897 -2.694 0.35
H -0.908 3.606 -2.632 0.43
H 0.714 3.063 -2.166 0.36
```

E_HOMO, Ha: -0.3325
Charge: 0
Energy relative to the best compared isomer or geometry (same formula, charge and spin), kJ/mol: 60.8
DFT total energy, eV: -11698.650
Structure (SMILES): Cc1ccccc1.CC(C)C



Entry 3:
The following is a quantum chemistry calculation of a molecular structure, C11H18BN6O2Re in a non-equilibrium geometry, from the OMol25 dataset.

```
39
Properties=species:S:1:pos:R:3:mulliken_charge:R:1
Re 0.104 0.177 0.085 1.61
C -1.486 2.919 -0.206 -0.85
O -1.430 1.583 0.392 -0.35
C -1.958 1.547 1.750 -0.57
C -2.116 0.098 2.104 -0.51
O -0.874 -0.579 1.691 -0.59
C -0.747 -1.947 2.219 -0.63
H -0.944 3.616 0.431 0.35
H -2.530 3.211 -0.297 0.33
H -1.017 2.851 -1.184 0.38
H -2.922 2.055 1.773 0.46
H -1.252 2.061 2.405 0.38
H -2.942 -0.381 1.577 0.35
H -2.226 -0.034 3.179 0.50
H -0.923 -1.903 3.291 0.37
H 0.267 -2.270 2.015 0.24
H -1.478 -2.583 1.725 0.31
N 2.910 -2.871 -0.897 0.15
C 2.555 -1.980 0.016 -0.20
N 1.445 -1.375 -0.414 -0.34
C 1.191 -1.979 -1.626 0.13
N 2.062 -2.889 -1.940 -0.55
C 0.025 -1.540 -2.383 0.88
C -0.371 -2.050 -3.607 -0.36
N -1.449 -1.581 -4.228 -0.38
C -2.140 -0.610 -3.648 -0.43
C -1.763 -0.077 -2.420 -0.12
N -0.677 -0.546 -1.783 -0.05
H 3.709 -3.498 -0.887 0.23
H 3.089 -1.794 0.934 0.51
H 0.190 -2.844 -4.087 0.48
H -3.016 -0.238 -4.164 0.40
H -2.327 0.712 -1.944 0.49
B 3.624 2.426 1.817 -0.20
C 2.411 1.794 1.319 0.58
N 1.418 1.234 0.968 -0.61
H 3.329 3.603 2.398 0.27
H 4.664 1.932 2.035 0.07
H 3.596 3.753 1.591 0.27
```

⟨S²⟩: 0.7784
E_HOMO (spin up / spin down), Ha: -0.6749 / -0.6689
Charge: +3
Energy relative to the best compared isomer or geometry (same formula, charge and spin), kJ/mol: 0.0
Spin multiplicity: 2
DFT total energy, eV: -27508.276



Entry 4:
The following is a quantum chemistry calculation of a molecular structure, C11H18Br3INNbO4 in a non-equilibrium geometry, from the OMol25 dataset.

```
39
Properties=species:S:1:pos:R:3:mulliken_charge:R:1
C -2.921 1.699 0.625 -1.13
C -1.479 1.636 -0.143 -0.23
C -1.427 0.229 -0.958 0.71
C -2.001 0.295 -2.437 -1.28
Nb 0.521 -0.933 -0.674 -1.49
Br 2.728 -2.420 -0.311 -0.41
C 0.030 -0.991 1.574 -0.05
C 0.918 -2.022 2.418 -0.57
C 0.378 -1.957 3.951 -0.95
I -1.588 -2.888 4.207 -0.10
O -0.617 -2.693 -0.944 -0.40
N 0.240 -3.600 -1.492 0.28
O -0.410 -4.137 -2.365 -0.44
C 0.994 -1.017 -2.911 0.96
O 0.248 -1.514 -3.815 -0.66
O 2.238 -0.514 -3.314 -0.72
C 1.785 0.904 -0.272 0.54
Br 2.991 0.800 1.351 -0.25
C 1.880 2.120 -0.967 0.29
C 2.834 3.298 -0.454 -1.14
Br 0.842 2.385 -2.595 -0.16
H -3.128 2.801 0.819 0.38
H -3.670 1.218 -0.096 0.25
H -2.870 1.059 1.563 0.25
H -0.700 1.688 0.690 0.16
H -1.464 2.546 -0.822 0.33
H -2.188 -0.424 -0.375 0.37
H -1.275 0.514 -3.271 0.25
H -2.872 1.055 -2.443 0.31
H -2.495 -0.719 -2.670 0.23
H -1.098 -1.196 1.668 0.29
H 0.195 0.067 1.970 0.20
H 2.021 -1.762 2.474 0.24
H 0.707 -3.062 2.011 0.30
H 0.293 -0.867 4.287 0.36
H 1.174 -2.450 4.622 0.42
H 3.931 2.998 -0.456 0.28
H 2.574 3.595 0.627 0.28
H 2.681 4.257 -1.072 0.29
```

E_HOMO, Ha: -0.0249
Charge: -2
DFT total energy, eV: -241150.899



Entry 5:
The following is a quantum chemistry calculation of 2 unconnected molecules or ions with the total composition C11H18BrFN4O4P in a non-equilibrium geometry, from the OMol25 dataset.

```
40
Properties=species:S:1:pos:R:3:mulliken_charge:R:1
C -1.034 -4.751 1.522 -1.01
C -1.772 -3.908 0.287 -0.07
C -0.658 -3.419 -0.815 -0.87
Br -0.948 -4.379 -2.572 -0.04
C -0.511 -1.792 -0.966 0.66
C 0.949 -1.108 -0.555 -0.64
C 1.166 0.540 -0.735 0.02
P 2.890 1.206 -0.224 0.96
N 4.089 0.214 -0.756 -0.74
O 2.962 1.201 1.517 -0.56
O 3.254 2.787 -0.870 -0.47
C -0.088 1.430 -1.304 -0.22
N -1.439 0.762 -1.635 -0.08
C -1.673 -0.752 -1.485 0.12
C -3.179 -1.291 -1.877 -0.40
C -4.213 -0.568 -0.780 0.54
O -4.800 0.617 -1.009 -0.46
F -4.409 -1.305 0.508 -0.23
H -1.733 -5.626 1.919 0.31
H -0.060 -5.294 1.116 0.31
H -0.822 -4.020 2.414 0.27
H -2.449 -4.720 -0.267 0.32
H -2.467 -3.041 0.683 0.11
H 0.395 -3.815 -0.419 0.40
H 1.804 -1.798 -0.152 0.31
H 3.694 -0.581 -1.305 0.20
H 2.918 0.261 1.861 0.34
H 4.247 2.907 -0.667 0.37
H 0.037 2.589 -1.465 0.44
H -2.209 1.402 -1.993 0.34
H -3.252 -2.448 -1.711 0.26
H -3.486 -0.979 -2.979 0.38
C 2.073 5.015 1.638 0.68
O 3.190 5.145 1.163 -0.61
N 1.334 6.059 2.055 -0.40
N 1.481 3.816 1.788 -0.26
H 0.412 5.972 2.449 0.16
H 1.742 6.979 1.960 0.24
H 2.003 3.004 1.487 0.14
H 0.562 3.689 2.177 0.17
```

E_HOMO, Ha: -0.4407
Charge: +1
DFT total energy, eV: -107882.249



Entry 6:
The following is a quantum chemistry calculation of a molecular structure, C11H18BrN3PtS in a non-equilibrium geometry, from the OMol25 dataset.

```
35
Properties=species:S:1:pos:R:3:mulliken_charge:R:1
Pt -0.162 -0.298 0.326 1.03
C 1.181 -1.051 -2.077 -0.71
C 2.317 -1.284 -1.107 -0.51
N 1.735 -1.181 0.295 -0.55
C 2.585 -0.504 1.336 -0.87
C 2.644 0.988 1.079 -0.40
S 0.937 1.649 0.932 -0.01
C 0.885 2.450 -0.698 -0.72
C 1.221 1.458 -1.763 -0.47
N 0.424 0.165 -1.576 -0.40
H 0.478 -1.882 -2.112 0.39
H 1.518 -0.879 -3.106 0.42
H 3.137 -0.574 -1.188 0.37
H 2.747 -2.276 -1.259 0.49
H 1.565 -2.127 0.642 0.57
H 3.586 -0.950 1.353 0.43
H 2.136 -0.726 2.308 0.47
H 3.215 1.284 0.199 0.35
H 3.077 1.503 1.944 0.53
H 1.545 3.325 -0.691 0.51
H -0.137 2.833 -0.779 0.38
H 2.272 1.193 -1.811 0.31
H 0.944 1.860 -2.744 0.51
H -0.466 0.258 -2.082 0.52
Br -1.189 -2.589 0.244 -0.02
C -2.618 -1.371 0.797 0.86
C -3.884 -1.737 1.100 -0.59
C -4.755 -0.679 1.443 -0.07
C -4.294 0.641 1.448 -0.81
C -2.983 0.912 1.127 0.21
N -2.127 -0.104 0.808 -0.13
H -4.215 -2.770 1.081 0.45
H -5.786 -0.905 1.698 0.50
H -4.961 1.456 1.705 0.46
H -2.572 1.913 1.126 0.47
```

E_HOMO, Ha: -0.8844
Charge: +4
Energy relative to the best compared isomer or geometry (same formula, charge and spin), kJ/mol: 16.7
DFT total energy, eV: -100245.400